--- 1 ---
C7H12IN | wB97M-V/def2-TZVPD

ORCA input file:
```
! RIJCOSX wB97M-V def2-TZVPD def2/J DEFGRID3
* xyz 0 1
C 1.7413 -1.0114 0.0101
C -0.0072 1.4734 0.4306
C -0.3411 -0.0097 0.5673
C -0.5813 1.3543 -0.9598
C 2.7856 -2.0137 0.4561
C -1.7013 -0.3924 1.1533
C -2.0255 1.2445 -1.3272
N 0.6812 -0.8279 0.7153
I 0.6829 1.4035 -2.7273
H 2.1179 -0.4830 -0.8825
H -0.6525 2.0454 1.0329
H 1.0470 1.7572 0.5495
H 2.8647 -2.2093 1.5722
H 2.5661 -2.7886 -0.1588
H 3.7235 -1.6025 0.1405
H -2.3067 0.5417 1.4184
H -1.5188 -1.1278 2.0450
H -2.1234 -0.9586 0.3209
H -2.0652 0.3322 -1.8109
H -2.2049 1.9977 -2.0098
H -2.6821 1.2747 -0.5358
*
```

Results
lowest unoccupied orbital energy (spin up / spin down)	0.0160 / 0.0161	Eh

Mulliken population analysis, charges in e, atoms 1 to 4: 0.3507 -0.7404 0.8104 0.1345

=====

--- 2 ---
C7H12IN | wB97M-V/def2-TZVPD

ORCA input file:
```
! RIJCOSX wB97M-V def2-TZVPD def2/J DEFGRID3
* xyz 0 1
C 0.5154 1.1773 -1.1569
C 0.2165 -0.3505 -1.3390
C -0.7119 -2.3309 0.0478
C 0.4093 -1.6001 0.9013
C -0.1676 1.7004 0.0886
C -0.4384 -0.8924 -0.0807
C 0.7046 1.7807 1.2668
N -1.4221 -0.0276 0.4122
I -3.0333 0.2616 -0.7496
H 1.6423 1.2114 -1.2259
H 0.1530 1.7255 -2.0795
H -0.6246 -0.4587 -1.9940
H 1.1965 -0.8989 -1.5823
H -0.3817 -3.1933 -0.6548
H -1.5797 -2.6033 0.7118
H 0.1911 -1.5100 2.0167
H 1.4440 -1.7097 0.4918
H -0.9550 2.4914 0.0441
H 0.2423 2.0643 2.2088
H 1.6069 2.3699 1.1336
H 0.9924 0.7928 1.5392
*
```

Results
lowest unoccupied orbital energy (spin up / spin down)	0.0092 / 0.0091	Eh

Mulliken population analysis, charges in e, atoms 1 to 4: -0.5661 -0.6376 -0.6766 -1.0660

=====

1 ends up most stable, edging out the next structure by 0.191 eV.

=====

--- 1 ---
C5H9NO | wB97M-V/def2-TZVPD

ORCA input file:
```
! RIJCOSX wB97M-V def2-TZVPD def2/J DEFGRID3
* xyz 0 1
C 2.3696 0.8777 -0.5468
C 1.3545 -0.2257 -0.1052
C -0.5903 0.9317 -1.0054
C -0.7852 -0.1816 1.1933
C -0.1258 -0.2976 -0.1979
N 2.3927 -0.9110 0.4169
O 3.3651 0.1208 0.1067
H 2.5086 1.7984 -1.0869
H -1.3734 1.3817 -0.4729
H -0.7536 0.7104 -2.0029
H 0.1769 1.7358 -0.9793
H -0.5926 0.7665 1.7868
H -0.4634 -1.1627 1.8120
H -1.8745 -0.1310 1.1769
H -0.5171 -1.2043 -0.6188
H 2.4476 -1.3603 1.3116
*
```

Results
SMILES	CC(C)c1co[nH]1
lowest unoccupied orbital energy	0.0370	Eh

Mulliken population analysis, charges in e, atoms 1 to 4: -0.2863 -0.1609 -1.3818 -1.3945

=====

--- 2 ---
C5H9NO | wB97M-V/def2-TZVPD

ORCA input file:
```
! RIJCOSX wB97M-V def2-TZVPD def2/J DEFGRID3
* xyz 0 1
C 0.3981 -1.4448 0.5845
C 0.1893 -0.0438 0.0341
C 0.8126 1.0303 0.9231
C 0.3971 0.1914 -1.4769
O -0.9569 0.7189 -1.5928
C -1.2415 0.2916 -0.3164
N -2.3234 0.1512 0.3025
H 0.0171 -2.2063 -0.1040
H 1.4596 -1.6412 0.7715
H -0.1454 -1.5462 1.5295
H 0.3470 1.0030 1.9139
H 1.8893 0.8635 1.0403
H 0.6578 2.0313 0.5052
H 0.4765 -0.7269 -2.0671
H 1.1547 0.9161 -1.7879
H -3.1319 0.4121 -0.2596
*
```

Results
lowest unoccupied orbital energy	0.0329	Eh

Mulliken population analysis, charges in e, atoms 1 to 4: -1.5771 1.6780 -1.5621 -0.6417

=====

--- 3 ---
C5H9NO | wB97M-V/def2-TZVPD

ORCA input file:
```
! RIJCOSX wB97M-V def2-TZVPD def2/J DEFGRID3
* xyz 0 1
N 0.5303 0.2658 1.8037
C -0.4525 0.8278 0.9844
C 0.1192 1.4081 -0.2881
C 0.7568 0.2297 -1.1064
C 0.2953 -1.1378 -0.6251
C -0.9993 -1.4114 -0.4663
O -1.6406 0.6874 1.1837
H 0.0594 -0.2020 2.5726
H -0.6935 1.8850 -0.8397
H 0.8757 2.1677 -0.0577
H 1.8483 0.3069 -1.0706
H 0.4660 0.3383 -2.1532
H 1.0462 -1.8867 -0.3691
H 0.9101 -0.4733 1.1946
H -1.3666 -2.2879 0.0586
H -1.7548 -0.7176 -0.8213
*
```

Results
SMILES	C=CCCC(N)=O
lowest unoccupied orbital energy	0.0379	Eh

Mulliken population analysis, charges in e, atoms 1 to 4: -0.5983 0.4658 -0.4532 -0.5848

=====

2 ends up most stable, edging out the next structure by 0.188 eV.

=====

--- 1 ---
C2H2O2S2 | wB97M-V/def2-TZVPD

ORCA input file:
```
! RIJCOSX wB97M-V def2-TZVPD def2/J DEFGRID3
* xyz 0 1
C -1.4531 1.2427 -0.8936
C -1.3587 0.0706 -0.0304
O 1.2807 -1.2894 -0.6133
O 2.5451 -0.3040 1.2057
S -0.1507 1.4162 0.1681
S 2.1674 -0.2377 -0.1785
H -2.0859 -0.0435 0.7643
H -0.9447 -0.8549 -0.4224
*
```

Results
lowest unoccupied orbital energy	-0.0531	Eh

Mulliken population analysis, charges in e, atoms 1 to 4: -0.1540 -0.2394 -0.4016 -0.3714

=====

--- 2 ---
C2H2O2S2 | wB97M-V/def2-TZVPD

ORCA input file:
```
! RIJCOSX wB97M-V def2-TZVPD def2/J DEFGRID3
* xyz 0 1
C 0.5920 -0.4889 0.1518
C -0.4911 0.5166 0.0309
H 1.9862 1.3373 -0.2771
H -1.9398 -1.4792 0.3065
O 0.2025 -1.5670 0.0634
O -0.3980 1.6932 0.1351
S 2.1484 0.0774 -0.1877
S -2.1000 -0.0893 -0.2228
*
```

Results
SMILES	O=C(S)C(=O)S
lowest unoccupied orbital energy	-0.0231	Eh

Mulliken population analysis, charges in e, atoms 1 to 4: 0.5490 0.4372 0.1492 0.1977

=====

2 ends up most stable, edging out the next structure by 2.480 eV.

=====

--- 1 ---
C2H2O2S2 | wB97M-V/def2-TZVPD

ORCA input file:
```
! RIJCOSX wB97M-V def2-TZVPD def2/J DEFGRID3
* xyz 0 1
C 1.6766 0.5210 -0.0418
C 2.5202 -0.0289 0.5998
O -1.7935 0.9256 -0.9690
O -1.9922 -1.6367 -0.9978
S -2.2244 0.6760 0.4296
S -2.4413 -1.3267 0.3778
H 0.9256 1.2080 -0.5015
H 3.3289 -0.3383 1.1028
*
```

Results
lowest unoccupied orbital energy (spin up / spin down)	-0.0654 / -0.0640	Eh

Mulliken population analysis, charges in e, atoms 1 to 4: -0.4920 -0.2554 -0.4078 -0.3893

=====

--- 2 ---
C2H2O2S2 | wB97M-V/def2-TZVPD

ORCA input file:
```
! RIJCOSX wB97M-V def2-TZVPD def2/J DEFGRID3
* xyz 0 1
C -1.9186 0.3593 0.8401
C -0.9998 0.6915 0.1579
O 0.5644 -1.2881 0.4173
O 0.0561 0.9268 -0.5948
S 2.9881 0.1350 -0.1271
S 1.1971 -0.3274 -0.3984
H -2.7674 0.1348 1.3969
H 0.8800 -0.6319 -1.6919
*
```

Results
SMILES	C#CO[S@H](=O)=S
lowest unoccupied orbital energy	0.0050	Eh

Mulliken population analysis, charges in e, atoms 1 to 4: -0.1029 -0.0515 -0.4545 -0.4105

=====

1 ends up most stable, edging out the next structure by 0.083 eV.